Here is 13 unconnected molecules or ions with the total composition C64H70Cl4O38 in a non-equilibrium geometry from the OMol25 dataset. Energies are from ωB97M-V with the def2-TZVPD basis set.

```
176
Properties=species:S:1:pos:R:3:forces:R:3:lowdin_charge:R:1
Cl 3.654 -23.826 -18.478 0.682 -0.198 -0.121 0.55
C 2.571 -22.453 -18.711 -1.516 -0.780 -0.801 -0.67
C 1.722 -22.689 -20.008 1.661 0.266 0.157 -0.70
Cl 0.553 -21.399 -20.114 -1.028 0.526 0.083 0.57
H 3.094 -21.498 -18.764 0.046 -0.270 0.087 0.07
H 1.908 -22.525 -17.849 0.000 0.537 -0.124 0.06
H 1.280 -23.680 -20.113 -0.166 0.194 0.514 0.07
H 2.329 -22.530 -20.899 0.322 -0.270 0.204 0.06
Cl -4.679 -8.869 -25.080 -0.681 -0.035 0.312 0.54
C -3.394 -8.993 -26.269 0.772 -0.008 -0.391 -0.68
C -2.311 -9.986 -25.800 -0.050 -0.318 -0.211 -0.64
Cl -1.718 -9.495 -24.178 0.196 -0.168 -0.367 0.51
H -3.004 -7.983 -26.397 0.349 -0.136 0.284 0.06
H -3.860 -9.203 -27.231 0.192 -0.627 0.095 0.07
H -1.459 -10.133 -26.464 0.112 1.039 -0.153 0.07
H -2.606 -11.033 -25.739 -0.885 0.245 0.421 0.07
C 9.166 -10.240 -29.649 -1.343 -0.031 -0.106 -0.09
O 7.921 -10.881 -29.238 1.990 -1.503 0.219 -0.21
C 8.163 -12.186 -28.583 -0.603 1.619 0.275 -0.15
C 8.849 -12.016 -27.193 -0.374 0.494 -1.851 -0.19
O 10.269 -12.019 -27.342 -1.335 -0.525 -0.766 -0.20
C 10.949 -12.040 -26.139 0.534 -0.681 0.705 -0.13
H 9.775 -10.768 -30.383 -0.270 -0.720 -0.045 0.08
H 9.824 -10.050 -28.801 -0.224 0.408 0.030 0.07
H 8.776 -9.373 -30.183 0.497 0.417 0.414 0.09
H 8.660 -12.884 -29.256 0.343 0.100 0.040 0.12
H 7.141 -12.534 -28.435 0.068 -0.190 0.175 0.11
H 8.440 -12.751 -26.500 0.490 -0.397 0.119 0.12
H 8.492 -11.041 -26.862 0.100 0.236 0.325 0.13
H 11.752 -12.776 -26.186 0.419 0.224 -0.326 0.09
H 10.328 -12.467 -25.352 -0.226 0.542 0.375 0.08
H 11.354 -11.053 -25.916 -0.068 -0.007 0.406 0.09
C -5.131 -18.745 -27.610 1.329 0.830 0.649 -0.14
O -5.766 -17.499 -27.537 -1.738 0.212 -0.274 -0.20
C -7.013 -17.590 -26.786 1.332 1.467 -1.115 -0.17
C -7.672 -16.192 -26.696 -0.449 -0.344 -2.142 -0.14
O -7.847 -15.639 -28.081 0.107 -0.099 1.523 -0.21
C -8.273 -14.262 -28.105 0.859 -0.591 0.777 -0.11
H -4.159 -18.523 -28.050 0.039 -0.197 -0.202 0.09
H -5.586 -19.553 -28.183 -0.559 0.144 0.073 0.09
H -4.914 -19.009 -26.575 -0.025 -0.875 0.100 0.08
H -6.675 -17.917 -25.803 -0.748 -0.250 0.342 0.12
H -7.692 -18.270 -27.300 -0.009 -0.236 0.209 0.12
H -7.132 -15.535 -26.014 0.119 0.257 -0.307 0.12
H -8.692 -16.358 -26.349 -0.019 0.120 0.491 0.11
H -9.106 -14.055 -27.432 -0.383 -0.254 -0.091 0.08
H -8.506 -13.943 -29.121 -0.029 -0.412 0.041 0.08
H -7.454 -13.647 -27.732 0.190 0.229 -0.082 0.08
C -0.952 -25.070 -32.036 -1.075 1.038 0.172 -0.17
O -0.658 -26.185 -31.358 0.874 -3.814 2.548 -0.20
C 0.237 -26.077 -30.240 -1.180 0.471 -0.554 -0.17
C 0.270 -27.324 -29.328 1.189 0.479 -1.579 -0.18
O 1.007 -28.341 -30.039 -0.722 -0.382 1.319 -0.18
C 1.021 -29.581 -29.309 0.754 0.547 -0.372 -0.10
H -0.050 -24.703 -32.525 -0.334 0.576 -0.605 0.09
H -1.400 -24.369 -31.331 0.292 0.966 -0.005 0.08
H -1.816 -25.381 -32.624 0.462 0.456 -1.003 0.10
H -0.053 -25.217 -29.636 -0.517 0.137 0.368 0.11
H 1.177 -25.722 -30.663 0.730 -0.788 0.285 0.12
H -0.688 -27.694 -28.961 -0.422 0.095 -0.609 0.12
H 0.771 -26.988 -28.421 0.570 -0.175 0.170 0.12
H 1.633 -30.291 -29.866 -0.334 0.027 -0.324 0.08
H 0.027 -29.985 -29.116 -0.137 0.067 -0.150 0.08
H 1.558 -29.483 -28.365 -0.140 0.302 0.340 0.08
C 4.414 -20.896 -37.289 -0.401 -0.711 0.120 0.07
C 5.042 -22.039 -36.899 -2.212 0.243 1.520 -0.21
C 6.229 -22.507 -37.583 3.161 -0.459 -1.196 -0.33
O 6.782 -23.606 -37.450 -1.612 1.171 0.503 0.11
C 6.869 -21.518 -38.471 -1.060 2.541 -1.492 0.08
C 6.244 -20.349 -38.880 -0.165 -0.118 -0.693 -0.17
C 4.835 -20.008 -38.369 -0.436 0.173 0.078 -0.29
O 4.073 -19.106 -38.766 2.467 -1.671 0.208 0.09
O 6.728 -19.473 -39.830 0.278 -1.676 1.270 0.08
O 4.565 -22.786 -35.851 -0.114 1.147 -1.037 0.10
H 3.439 -20.574 -36.954 -0.020 -0.381 0.701 0.13
H 7.805 -21.747 -38.958 0.085 -0.313 0.204 0.13
H 6.024 -18.862 -40.060 -0.450 0.312 0.097 0.10
H 5.030 -23.622 -35.772 0.483 -0.249 -0.275 0.11
C 9.100 -14.738 -35.170 0.050 -1.356 0.335 0.06
C 9.016 -16.013 -34.712 1.019 -0.528 -0.952 -0.21
C 7.774 -16.634 -34.123 -1.057 0.061 2.052 -0.29
O 7.687 -17.742 -33.556 1.183 1.931 -1.888 0.09
C 6.704 -15.654 -34.004 -0.584 -0.378 -0.662 0.05
C 6.736 -14.414 -34.511 -0.583 0.702 0.607 -0.21
C 7.962 -13.829 -35.193 1.152 1.460 -0.727 -0.28
O 8.082 -12.690 -35.693 -1.333 -2.390 1.440 0.09
O 5.652 -13.637 -34.256 0.844 -0.208 -0.453 0.10
O 10.067 -16.869 -34.821 -0.809 1.025 0.258 0.10
H 10.060 -14.428 -35.556 -0.093 0.265 -0.128 0.14
H 5.780 -15.942 -33.525 0.064 -0.193 0.196 0.14
H 5.918 -12.724 -34.391 -0.073 0.518 -0.284 0.11
H 9.762 -17.624 -34.313 0.214 -0.915 0.214 0.10
C 13.398 -19.633 -29.335 -1.007 0.675 0.124 0.07
C 12.322 -18.840 -29.061 -0.240 1.791 -0.037 -0.16
C 11.014 -19.416 -28.505 -0.302 3.162 -0.325 -0.30
O 10.052 -18.639 -28.286 2.319 -2.173 -0.403 0.08
C 11.072 -20.814 -28.281 -0.865 -1.946 0.165 0.06
C 12.093 -21.629 -28.625 -0.505 -1.546 0.447 -0.20
C 13.336 -21.117 -29.222 2.755 0.841 -1.790 -0.29
O 14.270 -21.821 -29.683 -2.753 1.176 1.698 0.09
O 12.010 -22.989 -28.486 -0.645 1.511 0.290 0.10
O 12.304 -17.445 -29.266 1.367 -2.631 -0.129 0.06
H 14.312 -19.198 -29.712 0.048 -0.057 -0.053 0.13
H 10.160 -21.250 -27.900 -0.014 -0.223 0.159 0.14
H 12.894 -23.361 -28.443 0.468 -0.043 -0.382 0.11
H 11.564 -17.007 -28.840 -0.638 -0.527 0.240 0.10
C 13.229 -19.861 -19.104 -1.181 -1.043 0.317 0.08
C 11.873 -20.108 -19.105 1.242 -0.133 1.459 -0.21
C 11.023 -19.875 -20.290 -2.023 0.968 -2.827 -0.28
O 9.792 -20.128 -20.456 3.792 0.265 1.625 0.08
C 11.764 -19.151 -21.356 1.684 0.121 -0.380 0.08
C 13.136 -18.971 -21.373 -1.572 -0.152 -1.582 -0.22
C 13.983 -19.432 -20.269 1.333 1.737 1.367 -0.31
O 15.195 -19.138 -20.234 -2.068 -1.069 -0.449 0.10
O 13.771 -18.351 -22.397 -1.370 -0.308 0.190 0.10
O 11.242 -20.465 -17.969 0.700 0.000 -0.365 0.11
H 13.826 -19.977 -18.212 -0.218 -0.182 0.199 0.13
H 11.205 -18.775 -22.200 -0.183 -0.099 0.000 0.13
H 14.725 -18.431 -22.320 0.415 -0.099 0.563 0.11
H 10.335 -20.690 -18.190 -0.555 -0.006 -0.122 0.11
C 2.858 -17.467 -27.689 -0.539 -0.701 -1.788 0.05
C 3.108 -18.721 -28.101 0.362 -0.533 -0.829 -0.20
C 3.784 -19.715 -27.183 -0.291 -0.545 0.933 -0.32
O 3.952 -20.910 -27.396 -0.271 1.301 -0.846 0.11
C 4.109 -19.163 -25.872 -0.243 2.864 1.856 0.07
C 3.797 -17.870 -25.459 0.744 -0.079 0.895 -0.15
C 3.143 -16.881 -26.406 -1.040 0.261 -0.349 -0.32
O 2.753 -15.734 -26.176 1.249 -1.590 0.845 0.11
O 4.065 -17.381 -24.183 0.008 -1.755 -1.732 0.08
O 2.768 -19.108 -29.370 0.118 0.672 1.208 0.09
H 2.315 -16.885 -28.418 0.044 0.473 0.118 0.14
H 4.579 -19.782 -25.123 0.024 -0.316 -0.178 0.13
H 3.854 -16.446 -24.125 -0.320 0.383 -0.357 0.10
H 3.061 -20.007 -29.538 0.159 -0.434 0.220 0.11
C -1.850 -15.447 -33.635 0.511 -0.228 -2.232 0.06
C -1.798 -14.344 -32.904 -1.647 -1.422 4.062 -0.20
C -1.425 -13.002 -33.358 0.230 3.732 1.252 -0.26
O -1.361 -11.969 -32.602 -0.200 -4.149 -2.909 0.09
C -1.209 -12.971 -34.819 0.718 0.663 -0.068 0.07
C -1.212 -14.034 -35.629 -0.973 -1.540 -1.003 -0.22
C -1.592 -15.423 -35.125 -0.789 -2.362 0.726 -0.24
O -1.772 -16.470 -35.803 0.936 3.672 1.230 0.08
O -1.111 -13.920 -36.975 0.382 0.725 0.745 0.10
O -2.206 -14.437 -31.547 1.061 1.462 -1.581 0.06
H -2.120 -16.399 -33.203 -0.056 -0.046 -0.052 0.13
H -0.948 -12.037 -35.296 -0.118 0.291 0.231 0.14
H -0.992 -14.778 -37.391 -0.143 -0.511 0.095 0.11
H -2.699 -15.233 -31.335 0.078 -0.286 -0.477 0.10
C 1.760 -12.790 -15.006 -0.769 1.244 0.620 0.04
C 1.402 -14.054 -14.760 -0.930 -0.479 -0.274 -0.23
C 1.395 -15.100 -15.841 0.543 -1.660 -1.260 -0.33
O 0.888 -16.220 -15.876 -0.103 1.467 1.545 0.11
C 2.140 -14.725 -17.014 0.435 4.130 -1.080 0.07
C 2.464 -13.374 -17.245 0.084 -1.139 -1.677 -0.16
C 2.236 -12.225 -16.256 1.405 -0.920 0.466 -0.31
O 2.598 -11.057 -16.407 -0.823 -1.903 -0.487 0.10
O 2.975 -13.014 -18.461 -0.385 -1.085 0.731 0.08
O 0.902 -14.452 -13.592 0.273 -0.413 0.173 0.12
H 1.506 -12.052 -14.260 0.274 0.124 0.362 0.13
H 2.140 -15.430 -17.832 0.363 -0.012 0.019 0.13
H 3.231 -12.090 -18.515 -0.135 0.449 0.499 0.11
H 1.209 -13.838 -12.920 -0.231 0.196 0.359 0.12
C 7.624 -29.557 -31.892 -1.014 2.571 2.488 0.12
C 7.417 -28.552 -30.863 1.083 -2.858 -3.607 -0.22
C 7.299 -28.953 -29.479 -0.453 -1.787 2.798 -0.36
O 7.097 -28.215 -28.520 0.127 1.224 -1.332 0.11
C 7.386 -30.354 -29.174 0.421 -1.975 -1.558 0.08
C 7.597 -31.291 -30.151 -0.666 -0.934 2.349 -0.23
C 7.622 -31.012 -31.573 0.205 0.444 -3.330 -0.31
O 7.625 -31.924 -32.444 0.118 2.279 2.533 0.08
O 7.602 -32.593 -29.818 0.068 0.223 1.063 0.10
O 7.395 -27.254 -31.041 -0.017 0.240 -1.293 0.14
H 7.631 -29.228 -32.920 0.164 -0.123 -0.060 0.12
H 7.235 -30.658 -28.149 0.132 0.013 -0.006 0.14
H 7.919 -33.193 -30.497 -0.075 0.304 -0.746 0.12
H 7.215 -26.858 -30.185 -0.103 0.380 0.703 0.11
```
Positions in Å, forces in eV/Å.

The energy is -195380.419 eV. Its highest occupied orbital energy is -9.46 eV. The spin multiplicity is 1. The orbital gap is 7.28 eV.